No. 1
Here is C8H11BO2 in the gas phase from the OMol25 dataset. Energies are from ωB97M-V/def2-TZVPD.

Geometry as XYZ:
```
22
Properties=species:S:1:pos:R:3:nbo_charge:R:1
O -1.6748 3.1466 -1.1804 -0.881
H -0.3580 -0.8913 1.0342 0.213
O -3.6439 1.9227 -1.5571 -0.873
H 2.7449 -0.8615 0.9837 0.205
H -2.3699 3.7704 -1.3170 0.461
H 2.3923 1.3846 0.6678 0.206
C 0.7280 -2.6679 1.7047 -0.224
H 0.8567 2.1663 -0.9957 0.222
C 1.8490 -3.1753 2.0344 -0.344
H -3.8618 2.9097 -1.6413 0.460
H -1.9801 -0.2657 -2.0123 0.220
C 1.6823 -0.5506 0.7867 -0.232
H 2.7118 -2.7305 1.6836 0.179
B -2.2361 1.8926 -1.5262 1.064
C -1.4886 0.5879 -1.6996 -0.594
H 0.1434 -0.6533 -1.0647 0.205
C 0.6460 -1.3087 1.1126 -0.191
C -0.1984 0.3362 -1.2358 -0.111
H -0.3014 -2.8618 2.0840 0.209
C 0.7490 1.1874 -0.6948 -0.233
H 2.0288 -4.0989 2.5433 0.202
C 1.5808 0.7613 0.2899 -0.160
```

## Properties
Gap between HOMO and LUMO (Eh): 0.2942
HOMO level (eV): -8.11
SMILES: C=C/C=C/C=C\C=C/B(O)O
ΔE to the lowest compared entry with this formula, charge and spin (eV): 3.785

=====

No. 2
Here is C3H3NO2 in the gas phase from the OMol25 dataset. Energies are from ωB97M-V/def2-TZVPD.

Geometry as XYZ:
```
9
Properties=species:S:1:pos:R:3:nbo_charge:R:1
H -2.6657 -0.9160 -0.1546 0.230
H -1.5548 1.6993 -0.1796 0.225
O 0.2540 0.9369 -0.1078 -0.371
N 1.4443 0.0943 0.1459 -0.294
H -0.8516 -1.2784 0.2264 0.233
C -1.6780 -0.5488 0.0727 -0.476
C 2.6297 -0.0908 0.0433 0.801
O 3.6407 -0.6121 -0.0201 -0.502
C -1.2186 0.7157 -0.0262 0.155
```

## Properties
Gap between HOMO and LUMO (Eh): 0.3699
HOMO level (eV): -9.51
SMILES: C=CON=C=O
ΔE to the lowest compared entry with this formula, charge and spin (eV): 5.579

=====

No. 3
Here is a molecular structure, C12H21MnO3P from the OMol25 dataset. Energies are from ωB97M-V/def2-TZVPD.

Geometry as XYZ:
```
38
Properties=species:S:1:pos:R:3:nbo_charge:R:1
H -0.4803 0.0165 3.7683 0.260
O 1.0799 4.1128 1.0218 -0.242
C 1.5661 0.8742 2.1967 -0.620
H 2.0946 -0.2704 -0.6297 0.223
H 2.0727 1.6106 1.5655 0.185
H -2.4893 0.8061 -1.8318 0.195
H 0.5079 -2.7791 0.1563 0.236
C 0.8832 -1.2302 -2.1244 -0.618
C 0.0975 0.6742 1.8048 -0.480
O -0.4979 4.5520 -2.8759 -0.233
O 2.7988 1.8514 -2.3919 -0.246
H -1.4062 -2.1574 1.1849 0.232
C 1.7243 1.9549 -1.9303 0.403
H 1.6002 1.2461 3.2315 0.263
H -1.8551 -0.7758 -2.3414 0.221
C -1.7948 -0.4564 -0.1772 -0.486
Mn 0.1671 2.2802 -1.1123 0.902
H -3.4456 -0.6674 -1.5501 0.264
C -0.5724 -0.3404 2.7332 -0.620
C 1.1590 -0.8561 -0.6581 -0.485
H 1.5783 -1.8798 1.2487 0.222
H 2.2353 -2.6527 -0.1964 0.258
C -2.4264 -0.2558 -1.5607 -0.614
H -1.6408 -0.4544 2.5256 0.228
H -0.0096 -1.8653 -2.2317 0.236
H -1.4040 -2.5873 -0.5472 0.220
C -0.4272 3.5776 -2.2300 0.398
H 1.7451 -1.7974 -2.5121 0.264
C -1.8593 -1.9392 0.2128 -0.628
P -0.1203 0.3590 -0.0275 0.901
H 2.1324 -0.0656 2.1557 0.237
C 1.3682 -2.1041 0.1981 -0.625
H -2.3891 0.1172 0.5565 0.247
H -2.9174 -2.2316 0.2884 0.260
H -0.4226 1.6411 1.9327 0.226
C 0.6651 3.3567 0.2222 0.400
H 0.7654 -0.3428 -2.7603 0.188
H -0.0830 -1.3216 2.6851 0.228
```

## Properties
⟨S²⟩: 8.798
Gap between HOMO and LUMO (alpha / beta) (Eh): 0.3227 / 0.2277
HOMO level (alpha / beta) (eV): -17.35 / -17.59
Net charge: +2
Spin multiplicity: 6

=====

No. 4
Here is C5H4Cl2N4O3 in the gas phase from the OMol25 dataset. Energies are from ωB97M-V/def2-TZVPD.

Geometry as XYZ:
```
18
Properties=species:S:1:pos:R:3:nbo_charge:R:1
N 0.6894 0.9256 -1.4988 -0.593
C 1.0662 -0.3839 -1.3107 0.799
O 2.1734 -0.8512 -1.4695 -0.532
H 1.4723 1.5173 1.5830 0.424
H 1.2532 1.4705 -2.0389 0.409
H -0.3677 -1.6888 -1.9118 0.446
O 1.3502 -0.8031 2.4337 -0.574
C -0.8130 -1.5367 0.0390 0.566
N -0.5501 -1.0592 1.2494 -0.647
O -1.4405 2.0768 1.2283 -0.616
N -0.1042 -1.3209 -1.0076 -0.625
N 0.6704 0.9815 1.2359 -0.674
Cl -1.8140 1.8660 -1.8982 -0.075
Cl -2.2642 -2.5599 -0.1965 0.053
C 0.6366 -0.1684 1.7539 0.806
C -0.4401 1.4326 -0.7991 -0.156
H -0.9377 -1.5584 2.1112 0.453
C -0.5800 1.6600 0.4968 0.535
```

## Properties
Gap between HOMO and LUMO (Eh): 0.2837
HOMO level (eV): -8.10
ΔE to the lowest compared entry with this formula, charge and spin (eV): 2.768

=====

No. 5
Here is a molecular structure, C5H4NOS5Se3TeW from the OMol25 dataset. Energies are from ωB97M-V/def2-TZVPD.

Geometry as XYZ:
```
21
Properties=species:S:1:pos:R:3:nbo_charge:R:1
O -0.3220 -1.0032 0.2414 -0.574
S -3.3159 -1.1667 -0.7906 0.216
Se -4.5773 2.8907 2.8120 -0.173
S 0.4928 1.6697 0.0513 0.054
Se -1.4135 3.1550 1.5338 -0.250
H 3.0972 1.3913 -1.2868 0.245
Se -3.8206 0.7225 2.1928 -0.137
S -2.7629 -1.5505 1.1347 -0.077
C 1.4717 -2.0270 -0.7436 0.045
N 0.8826 -0.8848 -0.3327 0.008
S -0.4522 0.1177 3.1307 0.068
W -1.3269 0.5317 1.2658 0.329
C 3.2881 -0.7312 -1.5762 -0.145
C 2.6847 -1.9759 -1.3697 -0.253
C 2.6623 0.4126 -1.1451 -0.221
H 4.2474 -0.6703 -2.0720 0.233
Te -3.6508 3.9258 0.7585 0.276
H 0.9058 -2.9209 -0.5317 0.247
H 3.1541 -2.8924 -1.6928 0.241
S -2.6680 0.6778 -1.0791 -0.157
C 1.4233 0.3280 -0.5007 0.024
```

## Properties
⟨S²⟩: 0.757
Gap between HOMO and LUMO (alpha / beta) (Eh): 0.2178 / 0.1960
HOMO level (alpha / beta) (eV): -7.29 / -7.43
ΔE to the lowest compared entry with this formula, charge and spin (eV): 0.000
Spin multiplicity: 2

=====

No. 6
Here is a molecular structure, C59H56CaClGe2IN2O4S4 from the OMol25 dataset. Energies are from ωB97M-V/def2-TZVPD.

Geometry as XYZ:
```
130
Properties=species:S:1:pos:R:3:lowdin_charge:R:1
Ge -1.4500 0.2312 -1.2006 0.022
C 1.8251 4.4767 -1.8075 -0.030
H 4.7160 -1.1532 0.9644 0.070
C -3.3614 0.9201 -4.4402 -0.197
C 3.6442 0.7001 -3.7844 -0.042
H 1.2928 2.0302 3.4639 0.074
I -0.1641 -5.8035 -1.0542 -0.214
H 6.1898 -3.2943 -1.2534 0.113
C -4.3343 -0.1611 -4.0412 -0.040
S 2.1360 -1.7965 -0.5740 0.147
C -0.1787 -4.1694 5.3594 -0.571
S 0.3043 0.7123 -2.5888 0.203
H 1.5408 5.4320 -2.2540 0.073
C -3.9666 -0.8173 1.3402 -0.211
C 0.3256 -1.7376 5.9540 -0.550
C -2.2791 0.1077 3.3473 -0.007
H 4.9948 -4.6846 -3.5364 0.082
H -0.2389 -7.0228 5.9719 0.040
C 5.5726 1.7758 -0.8217 -0.054
C 0.0933 -2.8696 5.0036 -0.137
C 3.1389 2.7341 0.0743 -0.214
C -4.7949 2.8129 -2.0646 -0.051
C 3.1665 1.4518 -0.5208 -0.166
C 5.6827 -3.8945 -3.8480 -0.062
C 0.0215 -2.8972 3.5809 -0.158
H -1.6123 0.4774 4.1226 0.126
H -2.6993 4.6814 -2.8007 0.080
H -4.7734 -0.6257 -4.9261 0.072
C 1.3433 4.3887 -0.3811 -0.207
C -2.1452 2.9690 -3.9881 -0.231
C 2.0778 2.4756 2.8501 -0.025
S -2.0970 -1.7963 -1.5832 0.097
H -5.6956 -0.5934 0.0628 0.073
H -0.7543 2.6754 -7.7662 0.067
H 6.4356 3.5859 -0.0526 0.095
C 0.4489 4.2763 2.2450 -0.048
C 1.9230 3.4910 0.5188 -0.171
C -3.1191 1.3354 -1.1123 -0.191
H 2.6125 1.6597 2.3681 0.076
C -0.6813 -8.6127 4.6246 -0.105
O 1.0432 -0.9040 2.8642 0.002
H -0.1543 5.8962 -0.6480 0.109
C -1.3150 6.0197 1.8063 -0.053
C 5.7044 -2.4707 -1.7711 -0.024
C -2.7562 0.8714 -5.6929 -0.013
H -0.8622 3.6585 -5.5546 0.111
H 6.1567 -2.1599 0.7629 0.072
H 2.5825 0.6690 -3.5232 -0.016
H 6.6981 -4.2389 -3.6383 0.068
H -5.4444 -2.2325 0.6927 0.073
H -3.1683 -2.2558 5.2104 0.102
C 4.7367 -1.5594 -3.7503 -0.014
H -1.1145 2.4320 2.6574 0.030
C 1.4821 3.4367 1.8471 -0.244
C -3.8259 1.3602 0.1025 -0.213
H 2.7760 2.9901 3.5177 0.084
C -1.5722 2.8936 -5.2509 -0.023
H 5.5784 -3.7685 -4.9269 0.066
C 0.2523 -1.8108 2.5477 -0.587
O 0.8375 -0.6374 5.4479 0.114
H -1.6265 6.6987 1.0109 0.069
H -1.4882 -1.7285 5.0930 0.057
H 1.3836 3.6722 -2.4020 0.062
C -2.1624 2.3948 2.3574 -0.102
C -4.9405 -1.3403 0.3153 -0.060
Cl -0.3391 -4.7737 6.9493 0.794
H 6.5103 1.3893 -1.2070 0.119
C -1.8497 1.8377 -6.1074 -0.276
C 5.6588 -1.2519 0.4189 -0.043
H -1.8232 1.3328 -8.2053 0.069
H -2.1759 5.4045 2.0766 0.067
H 4.4706 -1.6532 -4.8002 0.110
H -6.3380 3.4979 -0.7333 0.092
H -1.3924 3.7171 -2.1211 0.077
C 4.3965 -0.3934 -3.0691 -0.214
C -3.5750 -1.6423 2.3859 -0.003
H -2.9953 0.0443 -6.3562 0.115
C -2.7172 -1.2039 3.3905 -0.237
C -0.5979 -6.2997 3.9742 -0.151
H -1.0500 6.6170 2.6827 0.073
C 0.2992 5.1993 0.0528 -0.017
H 0.0970 4.2231 3.2725 0.122
Ca -0.1344 -3.0067 -0.2743 0.476
C -3.4493 0.4918 1.2735 -0.155
Ge 1.5213 0.2657 -0.6623 0.065
C 4.3134 3.4681 0.2598 -0.050
C -2.3293 -2.1246 4.5212 -0.025
C -0.4831 -7.2778 4.9580 -0.055
C -1.1495 1.7138 -7.4361 -0.061
C 5.3784 -2.6108 -3.1168 -0.272
C -3.6406 2.0432 -2.2087 -0.214
C -1.8087 4.1012 -3.0567 -0.033
C 4.4268 0.9923 -0.9790 -0.204
H -1.0777 4.7681 -3.5091 0.070
S -0.2414 0.9999 0.5338 0.424
C 4.7042 -0.2870 -1.7138 -0.200
H -3.8191 -0.9349 -3.4646 0.018
C -2.6409 0.9656 2.3083 -0.265
H -0.9885 -5.9219 1.8967 0.029
H 4.2401 4.4370 0.7426 0.120
H -5.1362 0.2287 -3.4136 0.077
C -3.0260 1.9678 -3.5719 -0.150
H -0.5889 -9.3638 5.4007 0.095
C 5.5330 2.9995 -0.1847 -0.078
H -2.7484 2.9623 3.0889 0.089
H -5.1768 3.3513 -2.9265 0.115
C -5.4479 2.8888 -0.8436 -0.082
H 4.0151 1.6896 -3.5131 0.080
O -0.3738 -1.9570 1.4684 -0.306
H -1.3103 -8.2582 1.3192 0.089
H -2.2459 2.8896 1.3904 0.066
C -0.1631 5.1550 1.3601 -0.274
H 6.2822 -0.3924 0.6741 0.070
O 0.0436 -1.8335 7.1297 0.051
H 2.9073 4.3697 -1.8744 0.072
H -4.4142 -1.6028 -0.6057 -0.001
C 5.3781 -1.3276 -1.0590 -0.262
H 3.7202 0.5793 -4.8663 0.075
H -0.3097 1.0184 -7.3575 0.082
H -3.9422 -2.6653 2.4116 0.121
C -0.9821 -8.9873 3.3262 -0.106
H 0.9298 -0.6970 4.4316 0.072
N -0.3845 -4.8959 4.2236 -0.048
C -4.9674 2.1521 0.2283 -0.044
H -1.1174 -10.0333 3.0765 0.094
H -2.0540 -3.1132 4.1459 0.077
C -1.0933 -8.0064 2.3503 -0.081
C -0.9101 -6.6725 2.6683 -0.037
N -0.2718 -4.0958 3.1382 0.167
H -5.4868 2.1643 1.1810 0.117
```

## Properties
Gap between HOMO and LUMO (Eh): 0.2521
HOMO level (eV): -3.08
Net charge: -2
ΔE to the lowest compared entry with this formula, charge and spin (eV): 2.384